No. 1
9
Properties=species:S:1:pos:R:3:lowdin_charge:R:1 method="wB97M-V/def2-TZVPD" lumo_ev=0.69 smiles=CS.S e_tot_ha=-838.0311 largest_force_ev_per_a=2.76 orbital_gap_ev=9.70
C -0.08 0.74 -0.58 -0.585
H -0.73 -0.13 -0.83 0.036
H 0.63 0.80 -1.40 0.021
H 0.41 0.57 0.40 -0.014
H -0.99 2.25 -1.94 -0.100
H 0.65 -1.91 0.70 -0.179
H 0.16 -2.89 2.08 -0.199
S -0.96 2.29 -0.52 0.596
S 0.91 -1.73 2.08 0.424

=====

No. 2
14
Properties=species:S:1:pos:R:3:lowdin_charge:R:1 method="wB97M-V/def2-TZVPD" lumo_ev=-1.26 e_tot_ha=-542.9168 largest_force_ev_per_a=1.94 orbital_gap_ev=6.94
C -0.49 1.53 1.13 -0.072
B -0.07 0.04 0.87 -0.486
O -0.03 -0.74 2.03 0.034
Al 0.61 -0.64 -1.20 0.070
O 2.06 0.17 -1.59 -0.171
O -0.71 -0.15 -2.31 -0.224
H -0.67 2.09 0.20 0.055
H -1.41 1.52 1.74 0.067
H 0.26 2.09 1.72 0.069
H -0.08 -1.69 1.86 0.063
H 0.63 -2.30 -1.18 -0.034
H 2.80 0.08 -0.98 0.024
H -1.46 -0.51 -1.81 -0.067
Li -1.44 -1.50 -0.49 0.673

=====

No. 3
12
Properties=species:S:1:pos:R:3:lowdin_charge:R:1 method="wB97M-V/def2-TZVPD" lumo_ev=4.23 charge=-1 e_tot_ha=-2483.0423 largest_force_ev_per_a=0.99 orbital_gap_ev=7.38
O -0.65 1.73 2.00 -0.021
N -1.51 1.11 1.48 -0.102
O -1.25 -0.25 1.41 -0.232
C 0.04 -0.61 0.85 -0.474
As 0.35 -0.07 -1.11 0.297
H 0.87 -0.21 1.44 0.032
H 0.10 -1.69 0.92 0.041
H -0.68 -1.21 -1.59 -0.104
H 1.56 -1.13 -1.07 -0.098
H 1.37 1.08 -0.63 -0.107
H -0.87 0.96 -1.06 -0.097
H 0.66 0.28 -2.63 -0.135